Entry 1:
DFT (wB97M-V/def2-TZVPD) results for a cluster of 3 separate species, C18H42BF3N4O5P in total in a non-equilibrium geometry.

The geometry in XYZ format:
```
74
Properties=species:S:1:pos:R:3:forces:R:3
C 1.809513 1.338579 2.091487 0.2 0.2 1.1
O 0.506448 2.080515 2.131584 1.2 -1.8 -2.3
C -0.136419 1.826489 0.801723 1.0 0.9 -0.7
C -0.028273 3.210969 -0.091616 0.2 0.7 0.6
C 0.660299 3.013625 -1.568425 -0.6 1.2 0.1
C 0.132377 1.711506 -2.412688 -0.4 1.8 0.8
C 1.153305 0.427248 -2.421938 -0.5 1.1 -2.7
P 0.038623 -0.977055 -1.755569 -3.4 -2.0 -2.6
N -1.285161 -1.077926 -2.736356 2.3 -0.4 0.8
C 1.467553 0.238480 -4.042467 -1.0 -5.1 1.2
N 2.907352 0.648088 -4.259468 -0.6 4.0 2.2
C 3.358226 1.347584 -2.990651 -0.8 -1.4 -0.8
N 4.225983 2.389129 -2.771847 -2.0 -2.4 -0.4
C 4.607704 2.955102 -1.404767 -0.7 0.9 1.7
B 4.902439 3.076637 -3.976725 1.4 1.4 -2.9
O 5.920905 2.268704 -4.692854 -3.9 1.9 0.6
O 4.516162 4.478462 -4.365434 -0.5 -4.6 2.0
N 2.574456 0.575025 -1.927807 2.0 0.0 0.3
C 3.313902 -0.665495 -1.483552 2.4 -1.0 0.5
F 3.146669 -1.849692 -2.356028 0.4 3.8 2.9
F 4.785082 -0.323914 -1.535745 -4.8 -1.1 0.2
F 3.045856 -1.099778 -0.094292 0.5 1.6 -5.0
H 2.468846 1.642484 1.159407 -1.5 -0.7 1.6
H 2.454005 1.648260 3.044201 -1.7 -0.8 -2.0
H 1.559657 0.175000 2.104407 0.8 2.4 -0.1
H -1.246110 1.470208 0.906703 2.2 0.6 0.0
H 0.570865 1.042289 0.265003 -1.9 1.3 1.0
H -1.068966 3.789349 -0.162889 2.2 -1.5 0.0
H 0.680777 3.938417 0.535698 -1.6 -1.6 -1.3
H 1.819320 3.064256 -1.418512 -2.1 -0.4 -0.4
H 0.371054 3.984558 -2.198059 0.7 -2.1 1.3
H -0.919858 1.417364 -1.954413 2.2 0.4 -1.0
H -0.113158 2.105247 -3.512498 0.7 -1.3 2.4
H -0.450768 -0.760869 -0.411648 1.2 0.3 -0.7
H 0.673309 -2.268326 -1.825510 0.4 1.0 0.6
H -1.319485 -2.031232 -3.189664 0.2 1.4 0.7
H 0.642458 0.531744 -4.817890 1.9 0.2 1.7
H 1.485409 -0.952003 -4.113150 0.0 2.4 -0.4
H 2.837167 1.215287 -5.132108 1.0 -0.2 0.9
H 5.659873 2.586119 -1.036881 -2.1 0.7 -1.1
H 3.805809 2.694683 -0.564874 1.7 0.2 -2.1
H 4.548207 4.136890 -1.524269 0.5 -2.6 0.2
H 5.614253 2.129668 -5.637914 0.9 0.5 1.3
H 3.615187 4.646332 -3.953783 1.5 0.1 -0.6
C -2.125637 -0.366749 3.168244 -0.1 -0.1 -0.1
C -2.155342 0.929902 3.961285 -0.2 0.1 -0.1
O -3.468433 1.454508 4.142505 0.0 0.0 -0.1
C -4.393412 0.622653 4.839137 0.0 0.1 0.1
C -3.950513 0.276109 6.250503 0.1 0.0 0.1
H -2.586521 -0.223920 2.183221 0.1 0.0 0.1
H -1.093548 -0.705401 3.028861 -0.1 0.1 0.0
H -2.673394 -1.165505 3.671869 0.1 0.0 0.0
H -1.587168 1.688711 3.413921 -0.2 0.0 0.2
H -1.658574 0.811951 4.928782 0.0 -0.1 0.0
H -4.600558 -0.280933 4.256401 0.0 -0.1 0.0
H -5.337298 1.178025 4.891762 0.3 0.1 -0.2
H -3.014378 -0.286906 6.259257 -0.1 -0.1 0.0
H -4.712099 -0.330111 6.750257 0.1 0.1 -0.1
H -3.789193 1.188127 6.835503 -0.1 -0.1 -0.1
C -4.404750 -4.319876 0.483924 0.0 0.1 0.1
C -3.347302 -4.550868 -0.583570 -0.2 0.0 0.1
O -2.239873 -3.658260 -0.488104 0.3 0.2 0.0
C -1.494371 -3.699846 0.726540 -0.2 -0.2 -0.1
C -0.881122 -5.059998 1.013096 0.1 -0.1 0.0
H -4.778130 -3.289620 0.436582 0.0 -0.2 0.0
H -5.246029 -5.006642 0.342786 0.1 0.1 0.0
H -4.010485 -4.477989 1.489531 0.0 -0.1 0.0
H -3.799575 -4.385594 -1.566604 0.3 0.1 0.1
H -2.998783 -5.587793 -0.575613 0.0 0.0 0.1
H -2.116274 -3.362284 1.562153 0.0 -0.1 0.0
H -0.688354 -2.963443 0.625673 -0.1 0.0 -0.2
H -1.641577 -5.835382 1.131003 0.1 0.1 0.1
H -0.291079 -5.025005 1.933908 -0.1 0.0 -0.1
H -0.227079 -5.365866 0.189264 -0.1 0.1 0.1
```
Forces are in eV/Å.

As for the multiplicity: 1. The HOMO energy is -11.2 eV. The calculation puts the relative energy (zero: lowest compared OMol25 entry of this formula, charge and spin) at 846.47 kJ/mol. The HOMO-LUMO gap comes out at 0.2349 hartree. As for the charge: +1.

***

Entry 2:
DFT (wB97M-V/def2-TZVPD) results for a structure of composition C18H42N4NiO6 in a non-equilibrium geometry.

The geometry in XYZ format:
```
71
Properties=species:S:1:pos:R:3:forces:R:3
Ni -0.210501 -0.043380 -0.372967 -0.5 -1.2 -1.2
C -1.619511 -3.830050 -1.239037 1.9 0.1 1.0
C -0.800501 -3.383810 0.058513 -2.6 2.1 -0.5
C 0.521669 -4.026800 0.233703 1.0 -0.6 -0.2
O -0.804851 -1.985190 0.147833 0.6 0.6 0.1
H -1.099591 -3.446770 -2.117037 0.1 0.1 0.0
H -2.619421 -3.396140 -1.238897 0.0 -0.4 0.2
H -1.541601 -4.915950 -1.292357 -0.7 -0.2 -0.1
H -1.406151 -3.705830 0.905623 -0.4 -0.5 0.3
H 1.066179 -3.691990 1.116603 -0.1 0.7 0.0
H 1.113149 -3.833660 -0.661257 0.4 -0.2 0.0
H 0.450759 -5.090900 0.459013 -0.2 -0.4 -0.6
C -1.785821 -1.002010 -4.029237 -0.1 0.2 0.4
C -2.139561 0.107900 -3.017317 0.2 -0.2 2.3
C -3.456201 -0.282110 -2.230547 0.6 0.0 -0.8
O -1.060461 0.497980 -2.151137 -0.6 -0.7 -0.7
H -2.508181 -1.087330 -4.841037 -0.1 0.4 -0.2
H -1.800791 -1.995590 -3.581277 0.3 0.0 0.3
H -0.798681 -0.772850 -4.430667 0.0 -0.1 -0.2
H -2.414791 0.997660 -3.583597 0.0 0.3 -0.3
H -4.250261 -0.353490 -2.973837 -0.3 0.0 0.0
H -3.752981 0.450950 -1.480447 0.2 0.2 -0.1
H -3.424791 -1.248950 -1.728207 0.4 0.0 0.0
C 2.657229 -1.316650 -1.690657 -1.9 1.5 1.9
O 1.638549 -0.823880 -1.177507 1.6 -0.3 -0.5
N 2.652809 -2.145020 -2.696587 -1.7 -0.8 -1.8
C 3.830949 -2.885690 -3.039757 -0.4 -0.1 -0.4
C 1.339849 -2.547550 -3.376837 1.3 0.7 1.0
H 3.665779 -1.089550 -1.311907 0.0 0.0 0.1
H 4.682629 -2.539360 -2.454257 0.0 -0.1 -0.1
H 3.988869 -2.736500 -4.107887 0.4 -0.3 0.0
H 3.604379 -3.927880 -2.814777 0.5 -0.2 -0.2
H 1.419289 -2.456640 -4.460137 0.4 -0.2 0.0
H 1.124829 -3.569190 -3.063617 -0.2 0.0 -0.2
H 0.554399 -1.858620 -3.066127 0.2 -0.1 0.3
C -2.451791 1.956080 0.752593 -1.1 1.6 0.7
O -1.636101 1.089460 0.638823 0.7 -0.9 0.2
N -2.810681 2.482670 1.956513 -0.1 0.3 0.9
C -3.858451 3.500180 2.185043 0.1 -0.8 -0.4
C -2.093591 2.138690 3.190823 0.5 -0.3 -0.6
H -2.976661 2.478500 -0.062127 0.0 -0.4 -0.3
H -4.426051 3.712570 1.279053 0.2 -0.1 -0.1
H -3.475781 4.432580 2.600123 0.3 0.0 -0.1
H -4.562321 3.095570 2.912343 -0.1 0.0 0.0
H -2.786371 1.876650 3.990493 0.0 0.5 0.1
H -1.413321 1.291900 3.099763 -0.3 -0.2 -0.7
H -1.417861 2.966440 3.406043 -0.3 0.3 0.6
C 1.418929 -0.597590 2.294503 -0.3 -0.6 0.7
O 0.836639 0.255200 1.652273 0.0 0.0 0.1
N 1.834379 -0.466720 3.577863 0.8 -0.1 -0.1
C 2.315929 -1.700150 4.264573 -1.1 0.6 0.3
C 1.435139 0.695700 4.432213 1.0 -1.6 -1.0
H 1.597299 -1.636910 1.977963 0.0 0.3 -0.8
H 3.241219 -1.630140 4.836453 0.1 0.6 -0.2
H 2.427509 -2.558320 3.601853 -0.1 0.4 -0.3
H 1.515359 -1.944870 4.962643 0.1 -0.4 0.3
H 1.292049 1.602270 3.844213 -0.2 -0.3 -0.1
H 0.532919 0.344510 4.932993 0.0 0.6 0.5
H 2.307719 0.846540 5.067773 -0.5 0.2 0.5
C 1.399229 2.894420 -0.867727 -1.6 -3.0 0.4
O 1.010379 1.776730 -0.458537 0.9 2.4 -1.1
N 1.384259 3.977720 -0.114887 0.6 1.6 1.5
C 0.822469 3.966300 1.262483 -0.8 0.5 -0.5
C 1.970349 5.234570 -0.634827 -1.0 -0.2 0.5
H 1.683089 3.117110 -1.907937 0.2 -0.4 0.1
H 1.481429 4.245590 2.084593 0.7 -0.4 -0.4
H 0.281769 3.046680 1.486193 0.6 -0.3 -0.3
H 0.039469 4.719980 1.345963 -0.1 0.4 -0.4
H 1.171449 5.914900 -0.929787 -0.1 0.1 0.0
H 2.508279 5.740340 0.167003 0.3 -0.2 -0.2
H 2.585059 5.069670 -1.519727 0.1 -0.2 0.3
```
Forces are in eV/Å.

As for the multiplicity: 3. The HOMO energy (alpha / beta) is -6.2 / -6.2 eV. The calculation puts the relative energy (zero: lowest compared OMol25 entry of this formula, charge and spin) at 100.95 kJ/mol. The expectation value of S² is 2.003. The HOMO-LUMO gap (alpha / beta) comes out at 0.2420 / 0.2443 hartree. As for the charge: 0.

***

Entry 3:
DFT (wB97M-V/def2-TZVPD) results for a structure of composition C18H43BBa3F4O10 in a non-equilibrium geometry.

The geometry in XYZ format:
```
79
Properties=species:S:1:pos:R:3:forces:R:3
Ba -26.824411 -0.726590 16.580514 -0.7 1.4 -0.6
Ba -21.284245 -5.243917 15.566869 -0.1 -0.9 -0.7
Ba -18.169682 1.047468 13.553727 -0.8 1.0 -0.4
B -22.513496 3.559534 14.497643 -0.5 0.6 -1.4
F -23.587860 2.825024 14.869913 -1.8 -2.4 1.2
F -21.494918 3.477966 15.412476 2.1 -1.3 0.8
F -22.173741 3.092236 13.188772 1.2 -0.3 0.1
F -22.904686 4.831787 14.481731 -0.4 2.5 -0.6
C -23.735378 -1.825300 9.546014 0.3 1.0 -0.6
C -23.425582 -1.820232 11.023975 -1.0 -0.5 1.4
O -22.267151 -1.836406 11.466945 1.9 0.0 0.0
O -24.438213 -1.893260 11.768482 -0.6 0.0 0.3
H -24.702751 -1.341116 9.412455 -0.2 -0.7 -0.1
H -23.630489 -2.837787 9.156166 -0.4 0.1 0.0
H -23.053106 -1.193774 8.976998 0.4 -0.1 0.2
C -19.072949 -9.647723 15.234686 1.7 0.1 -1.1
O -20.275728 -9.460130 14.529576 -0.8 0.5 0.5
C -20.524187 -10.361160 13.442517 -0.6 -0.2 -0.6
C -21.913674 -10.134107 12.846458 0.4 -0.4 1.0
O -22.122287 -8.762922 12.692194 -1.9 0.8 -1.1
C -23.405331 -8.610213 11.985090 0.8 0.8 0.4
H -18.225709 -9.443874 14.579910 0.2 -0.9 -0.8
H -18.918370 -10.617628 15.707438 -0.4 0.0 0.0
H -18.754014 -8.847051 15.902001 -1.4 0.3 0.9
H -20.573235 -11.400049 13.768710 0.7 -0.1 0.2
H -19.814476 -10.218238 12.627658 0.5 0.0 0.3
H -22.662765 -10.606825 13.481665 -0.3 0.4 0.6
H -22.098449 -10.670896 11.915965 0.8 0.0 -0.4
H -23.694904 -7.559902 12.018046 0.0 0.1 0.5
H -24.159599 -9.236599 12.461346 0.0 0.0 -0.1
H -23.358108 -8.783059 10.909913 0.4 -0.7 0.1
C -30.730326 -6.357683 2.411415 1.7 0.4 0.6
O -29.645339 -7.134352 1.900416 0.0 -0.5 -1.6
C -29.192286 -8.320529 2.547599 -2.4 0.8 0.4
C -28.616844 -8.088758 3.922965 1.3 -0.3 -0.1
O -27.306775 -7.493635 3.909198 -0.9 -0.3 0.2
C -27.310923 -6.157452 3.414499 -0.6 0.3 1.0
H -30.989312 -5.514744 1.770730 -0.1 -0.7 -1.0
H -30.190417 -5.775090 3.157857 -0.9 -0.1 1.3
H -31.613624 -6.915952 2.721611 0.2 -0.1 0.2
H -28.653965 -8.953151 1.841851 0.6 0.6 0.1
H -30.051192 -8.937524 2.811608 -0.6 -0.2 -0.2
H -28.638504 -9.095083 4.341228 1.2 -0.2 0.1
H -29.286426 -7.606745 4.635297 -0.2 0.9 -0.4
H -26.462326 -5.618642 3.836012 0.6 -0.5 -0.7
H -28.105327 -5.565968 3.869662 -0.7 -0.2 0.1
H -27.483026 -6.091397 2.340206 0.5 -0.1 -0.1
C -19.140925 -6.283622 5.676139 0.3 -2.0 0.7
O -19.280089 -6.460146 4.309914 0.8 0.3 -1.1
C -18.055211 -6.294631 3.571350 -1.2 0.9 -1.5
C -17.697790 -4.823795 3.399595 -0.7 0.1 1.7
O -18.598942 -4.064561 2.640246 -1.4 0.6 -0.9
C -19.828607 -3.551455 3.267378 1.1 -0.8 -0.1
H -18.519567 -5.452702 6.010202 -0.5 0.4 0.0
H -18.672052 -7.199817 6.035095 0.8 -0.1 0.4
H -20.116954 -6.429398 6.138981 -0.2 1.1 -0.1
H -18.291303 -6.589524 2.548898 -0.3 -0.3 0.0
H -17.180601 -6.908232 3.787302 -0.1 -0.1 1.1
H -16.672900 -4.819827 3.028542 -0.2 0.6 -0.5
H -17.735383 -4.300312 4.354927 0.7 -0.2 0.7
H -20.627691 -4.287672 3.354319 0.2 -0.4 -0.3
H -20.223402 -2.712615 2.694155 0.5 -0.1 -0.2
H -19.638028 -3.212636 4.285694 0.3 0.1 0.2
C -27.151828 3.705492 18.043092 -1.4 1.8 1.2
O -28.146031 3.237029 17.169663 0.3 -1.9 -2.3
C -28.618940 4.164241 16.157546 -0.6 0.1 0.2
C -29.714880 3.557986 15.210728 2.0 -1.3 1.4
O -29.313115 2.179918 14.761420 -0.3 1.8 0.6
C -29.358590 2.013257 13.334785 0.1 -0.9 1.0
H -27.752836 4.343734 18.690803 0.6 0.7 0.5
H -26.344838 4.313111 17.633620 0.1 -0.3 -0.4
H -26.796720 2.960468 18.755093 0.1 -0.6 -0.5
H -27.850548 4.681016 15.582552 0.6 -0.4 0.2
H -29.162380 4.913813 16.732796 0.0 0.5 -0.2
H -29.865928 4.222669 14.360142 0.0 -0.1 0.1
H -30.560130 3.551360 15.898916 -0.6 -0.8 -0.8
H -29.233200 0.936556 13.220404 -0.5 -0.2 -0.3
H -28.471194 2.384260 12.821964 -0.3 0.9 -0.1
H -30.344671 2.339597 13.004239 0.4 0.0 -0.6
```
Forces are in eV/Å.

As for the multiplicity: 1. The HOMO energy is -13.4 eV. The HOMO-LUMO gap comes out at 0.0352 hartree. As for the charge: +4.

***

| no. | molecular weight (Da) |
| --- | --- |
| 1 | 493.3 |
| 2 | 469.2 |
| 3 | 918.3 |